Molecular formula: C25H61BrN2O16P2
Method: DFT, wB97M-V/def2-TZVPD

Calculated values
Highest occupied orbital energy: -9.38 eV
SMILES: NP(O)OC(=O)NP(O)Br.COCCOCCOC.COCCOCCOC.COCCOCCOC.COCCOCCOC
Maximum force: 2.63 eV/A
HOMO-LUMO gap: 9.6 eV

Each line ends with the Löwdin charge.
CARTESIAN COORDINATES (ANGSTROEM)
N (-0.673, -0.423, -4.696)  -0.127
P (-0.737, 0.097, -6.308)  0.819
O (-0.924, -1.277, -7.153)  -0.290
O (-2.191, 0.992, -6.603)  -0.238
C (-3.188, 1.050, -5.707)  -0.723
O (-3.544, 2.094, -5.218)  0.101
N (-3.801, -0.158, -5.319)  -0.151
P (-4.094, -1.297, -6.592)  0.513
O (-3.870, -2.649, -5.707)  -0.353
Br (-6.325, -1.142, -6.761)  0.268
H (-1.089, -1.329, -4.531)  0.035
H (-0.995, 0.273, -4.036)  0.045
H (-1.365, -1.956, -6.635)  0.016
H (-4.652, 0.121, -4.854)  0.075
H (-3.673, -2.381, -4.804)  0.042
C (3.606, 4.216, -3.219)  -0.113
O (2.356, 4.259, -2.571)  -0.199
C (1.301, 3.891, -3.440)  -0.205
C (0.039, 3.604, -2.653)  -0.171
O (0.008, 2.292, -2.091)  -0.147
C (0.818, 2.098, -0.940)  -0.182
C (0.241, 2.703, 0.317)  -0.210
O (0.546, 4.080, 0.393)  -0.194
C (-0.222, 4.735, 1.379)  -0.105
H (3.626, 4.884, -4.087)  0.088
H (4.359, 4.543, -2.505)  0.087
H (3.845, 3.195, -3.540)  0.089
H (1.580, 2.998, -4.013)  0.128
H (1.118, 4.723, -4.134)  0.130
H (-0.804, 3.632, -3.346)  0.126
H (-0.135, 4.364, -1.889)  0.124
H (1.838, 2.447, -1.112)  0.125
H (0.857, 1.015, -0.802)  0.125
H (0.680, 2.205, 1.195)  0.115
H (-0.847, 2.556, 0.329)  0.132
H (-1.288, 4.703, 1.122)  0.088
H (0.096, 5.774, 1.413)  0.091
H (-0.067, 4.284, 2.366)  0.083
C (-5.074, 6.457, 7.193)  -0.113
O (-4.225, 5.486, 6.628)  -0.197
C (-4.044, 5.688, 5.239)  -0.209
C (-2.884, 4.866, 4.730)  -0.184
O (-1.621, 5.471, 4.967)  -0.135
C (-1.133, 5.385, 6.299)  -0.181
C (-0.601, 4.018, 6.661)  -0.206
O (-1.664, 3.162, 7.037)  -0.195
C (-1.265, 1.813, 7.088)  -0.100
H (-6.059, 6.449, 6.713)  0.088
H (-5.194, 6.217, 8.247)  0.087
H (-4.634, 7.458, 7.107)  0.089
H (-3.855, 6.749, 5.034)  0.131
H (-4.963, 5.378, 4.720)  0.129
H (-2.970, 4.804, 3.643)  0.122
H (-2.916, 3.848, 5.123)  0.124
H (-1.883, 5.714, 7.019)  0.124
H (-0.301, 6.090, 6.339)  0.127
H (0.092, 4.109, 7.509)  0.129
H (-0.062, 3.598, 5.801)  0.125
H (-0.961, 1.457, 6.097)  0.069
H (-2.116, 1.224, 7.421)  0.090
H (-0.439, 1.671, 7.794)  0.092
C (2.804, -3.563, 7.784)  -0.114
O (2.636, -2.903, 6.552)  -0.198
C (3.484, -3.432, 5.550)  -0.210
C (3.051, -2.956, 4.184)  -0.184
O (1.971, -3.699, 3.638)  -0.128
C (0.684, -3.408, 4.157)  -0.184
C (0.096, -2.119, 3.632)  -0.207
O (0.596, -1.012, 4.361)  -0.195
C (0.310, 0.207, 3.721)  -0.123
H (3.840, -3.489, 8.135)  0.088
H (2.151, -3.082, 8.509)  0.087
H (2.522, -4.620, 7.703)  0.089
H (3.460, -4.528, 5.577)  0.130
H (4.511, -3.090, 5.744)  0.128
H (3.883, -3.121, 3.497)  0.127
H (2.832, -1.887, 4.194)  0.123
H (0.684, -3.420, 5.249)  0.124
H (0.049, -4.226, 3.814)  0.127
H (-0.997, -2.147, 3.746)  0.128
H (0.344, -2.013, 2.569)  0.130
H (0.813, 0.263, 2.748)  0.078
H (0.686, 1.011, 4.351)  0.080
H (-0.772, 0.336, 3.588)  0.092
C (1.683, -2.768, -4.281)  -0.123
O (1.488, -3.720, -5.303)  -0.206
C (2.383, -3.522, -6.385)  -0.205
C (2.386, -4.728, -7.293)  -0.183
O (3.204, -5.791, -6.828)  -0.127
C (2.673, -6.575, -5.771)  -0.184
C (1.609, -7.550, -6.216)  -0.209
O (0.352, -6.905, -6.314)  -0.200
C (-0.590, -7.694, -7.001)  -0.115
H (1.547, -1.756, -4.669)  0.062
H (0.938, -2.957, -3.510)  0.085
H (2.680, -2.865, -3.835)  0.091
H (3.397, -3.347, -6.006)  0.131
H (2.054, -2.641, -6.955)  0.124
H (2.827, -4.426, -8.244)  0.128
H (1.369, -5.071, -7.491)  0.123
H (2.310, -5.947, -4.956)  0.123
H (3.519, -7.153, -5.397)  0.127
H (1.529, -8.360, -5.477)  0.128
H (1.890, -7.977, -7.187)  0.131
H (-0.277, -7.860, -8.039)  0.089
H (-1.534, -7.155, -7.003)  0.086
H (-0.733, -8.661, -6.505)  0.088